[1]
The following is a quantum chemistry calculation of a structure of composition C44H40BiBrI2N4O3STe, from the Open Molecules 2025 dataset.

## Properties
total charge	-2
frontier orbital gap	6.40	eV
maximum force	0.86	eV/Å
DFT total energy	-6195.6878	hartree

Positions of all 97 atoms, in Å:
Bi1 -0.35 -0.06 0.16
I1 -1.94 -2.56 -1.26
C1 -1.61 -1.30 -2.90
C2 -1.45 -1.90 -4.12
C3 -1.42 -1.11 -5.29
C4 -1.68 0.23 -5.21
C5 -1.88 0.85 -3.96
C6 -2.27 2.21 -3.88
C7 -2.44 2.80 -2.66
C8 -2.09 2.11 -1.49
C9 -1.69 0.80 -1.50
C10 -1.72 0.11 -2.75
H1 -1.37 -2.97 -4.20
H2 -1.24 -1.58 -6.25
H3 -1.76 0.83 -6.11
H4 -2.43 2.76 -4.80
H5 -2.80 3.82 -2.60
H6 -2.09 2.66 -0.55
C11 3.17 1.40 5.10
C12 2.79 0.42 3.99
O1 2.09 0.84 3.09
C13 3.29 -0.95 4.07
C14 4.33 -1.24 4.97
C15 4.90 -2.49 5.07
C16 4.43 -3.51 4.24
C17 3.40 -3.28 3.37
C18 2.74 -2.01 3.23
O2 1.75 -1.87 2.44
H7 2.59 2.31 4.96
H8 4.24 1.65 5.04
H9 2.97 0.98 6.09
H10 4.72 -0.43 5.57
H11 5.71 -2.67 5.78
H12 4.89 -4.49 4.28
H13 3.05 -4.09 2.74
Te1 -1.37 -0.42 2.75
C19 -2.67 1.05 3.50
C20 -2.47 1.64 4.72
C21 -3.55 2.46 5.15
C22 -4.56 2.50 4.23
S1 -4.20 1.53 2.86
H14 -1.57 1.48 5.29
H15 -3.57 2.98 6.09
H16 -5.50 3.02 4.29
N1 -5.21 0.98 -0.42
C23 -4.81 -0.14 0.28
O3 -3.60 -0.41 0.38
C24 -5.87 -0.96 0.79
C25 -5.59 -2.23 1.36
N2 -5.38 -3.28 1.79
C26 -7.20 -0.52 0.75
N3 -8.28 -0.10 0.70
H17 -6.13 1.35 -0.24
H18 -4.48 1.65 -0.61
Br1 3.23 -5.74 -0.96
C27 1.38 -6.20 -0.99
C28 1.03 -7.32 -1.74
C29 -0.30 -7.70 -1.82
C30 -1.26 -6.96 -1.14
C31 -0.89 -5.85 -0.40
C32 0.44 -5.44 -0.31
I2 0.95 -3.77 0.90
H19 1.80 -7.89 -2.24
H20 -0.58 -8.57 -2.40
H21 -2.30 -7.24 -1.20
H22 -1.65 -5.29 0.13
C33 3.63 4.07 -3.75
C34 2.95 2.83 -3.21
C35 3.03 1.63 -3.91
C36 2.40 0.51 -3.38
C37 2.48 -0.83 -4.07
C38 1.68 0.61 -2.20
C39 1.54 1.82 -1.47
C40 2.24 2.91 -2.03
N4 0.77 1.88 -0.33
C41 0.72 3.13 0.47
C42 -0.28 2.95 1.61
C43 0.24 4.36 -0.37
C44 2.08 3.40 1.13
H23 4.14 3.86 -4.69
H24 4.36 4.45 -3.03
H25 2.90 4.86 -3.91
H26 3.58 1.57 -4.84
H27 3.25 -0.82 -4.85
H28 1.52 -1.07 -4.54
H29 2.72 -1.62 -3.37
H30 1.23 -0.31 -1.85
H31 2.23 3.87 -1.53
H32 -1.28 2.69 1.25
H33 -0.36 3.87 2.19
H34 0.05 2.16 2.29
H35 -0.57 4.88 0.16
H36 -0.15 4.03 -1.33
H37 1.03 5.09 -0.54
H38 2.30 2.57 1.81
H39 2.04 4.32 1.72
H40 2.89 3.48 0.41

---

[2]
The following is a quantum chemistry calculation of a structure of composition C44H40Cl3FeN2O4Te in a non-equilibrium geometry, from the Open Molecules 2025 dataset.

## Properties
total charge	-1
frontier orbital gap (spin up / spin down)	7.30 / 7.00	eV
2S+1	5
maximum force	1.98	eV/Å
DFT total energy	-5023.5800	hartree

Positions of all 95 atoms, in Å:
Fe1 0.38 -0.16 0.63
C1 6.40 2.70 -2.14
C2 5.28 1.89 -1.52
C3 5.42 0.54 -1.22
C4 4.39 -0.25 -0.72
C5 4.65 -1.67 -0.36
O1 3.82 -2.55 -0.41
C6 6.04 -2.04 0.15
C7 6.53 -3.30 -0.16
C8 7.76 -3.72 0.32
C9 8.50 -2.88 1.15
C10 8.01 -1.63 1.49
C11 6.78 -1.21 0.98
C12 3.09 0.33 -0.56
O2 2.05 -0.34 -0.28
C13 2.99 1.75 -0.67
C14 4.06 2.47 -1.20
C15 1.81 2.49 -0.13
N1 0.84 1.95 0.53
C16 0.00 2.82 1.39
C17 0.14 2.35 2.84
Te1 2.14 2.41 3.60
C18 2.35 0.31 3.50
C19 1.89 -0.50 4.53
C20 1.99 -1.88 4.41
C21 2.55 -2.46 3.27
C22 3.01 -1.64 2.25
C23 2.92 -0.26 2.36
C24 1.84 3.99 -0.33
C25 2.67 4.83 0.42
C26 2.64 6.20 0.23
C27 1.79 6.76 -0.72
C28 0.97 5.93 -1.48
C29 1.00 4.55 -1.28
H1 7.34 2.14 -2.12
H2 6.55 3.63 -1.59
H3 6.19 2.96 -3.18
H4 6.38 0.07 -1.40
H5 5.92 -3.95 -0.78
H6 8.14 -4.70 0.06
H7 9.47 -3.20 1.53
H8 8.57 -0.98 2.15
H9 6.38 -0.24 1.26
H10 3.95 3.53 -1.36
H11 -1.04 2.72 1.10
H12 0.27 3.87 1.32
H13 -0.11 1.28 2.88
H14 -0.51 2.91 3.51
H15 1.44 -0.06 5.41
H16 1.61 -2.52 5.21
H17 2.61 -3.53 3.19
H18 3.42 -2.09 1.34
H19 3.26 0.37 1.54
H20 3.32 4.39 1.17
H21 3.28 6.84 0.82
H22 1.77 7.83 -0.88
H23 0.30 6.35 -2.22
H24 0.35 3.90 -1.86
Cl1 -6.85 1.16 -1.21
C30 -5.22 0.58 -0.94
C31 -4.14 1.39 -1.24
C32 -2.86 0.91 -1.02
Cl2 -1.52 1.95 -1.44
C33 -2.57 -0.37 -0.49
O3 -1.40 -0.85 -0.24
C34 -3.73 -1.15 -0.25
Cl3 -3.48 -2.76 0.36
C35 -5.02 -0.70 -0.46
H25 -4.29 2.38 -1.64
H26 -5.86 -1.34 -0.24
C36 -1.35 -2.00 3.42
C37 -1.16 -0.49 3.33
C38 -2.48 0.20 3.00
O4 -0.17 -0.15 2.41
H27 -2.02 -2.27 4.24
H28 -0.38 -2.48 3.59
H29 -1.78 -2.38 2.48
H30 -0.85 -0.15 4.33
H31 -3.26 -0.04 3.74
H32 -2.34 1.28 2.96
H33 -2.83 -0.13 2.01
N2 0.33 -2.87 0.70
C39 0.64 -3.73 -0.37
C40 1.22 -4.98 -0.14
C41 1.52 -5.83 -1.20
C42 1.26 -5.44 -2.51
C43 0.70 -4.19 -2.74
C44 0.40 -3.33 -1.69
H34 -0.61 -2.48 0.62
H35 0.51 -3.26 1.61
H36 1.44 -5.28 0.88
H37 1.97 -6.80 -1.00
H38 1.48 -6.11 -3.33
H39 0.51 -3.86 -3.76
H40 -0.01 -2.35 -1.87

---

[3]
The following is a quantum chemistry calculation of a structure of composition C44H40N8OS2SiY, from the Open Molecules 2025 dataset.

## Properties
total charge	+1
frontier orbital gap	6.58	eV
maximum force	0.43	eV/Å
DFT total energy	-3338.3174	hartree

Positions of all 97 atoms, in Å:
Y1 0.47 -0.46 0.26
C1 0.67 -0.88 -4.48
C2 0.20 -0.88 -3.16
N1 0.95 -1.14 -2.11
C3 2.26 -1.46 -2.31
C4 2.83 -1.49 -3.60
C5 1.99 -1.17 -4.69
C6 4.18 -1.87 -3.78
C7 4.90 -2.26 -2.68
C8 4.35 -2.23 -1.39
C9 3.05 -1.80 -1.15
N2 2.41 -1.67 0.06
C10 2.70 -2.54 1.11
C11 3.93 -2.80 1.68
C12 4.08 -3.75 2.71
C13 3.01 -4.45 3.19
C14 1.72 -4.18 2.68
C15 0.55 -4.82 3.16
C16 -0.67 -4.48 2.65
C17 -0.73 -3.47 1.68
N3 0.33 -2.86 1.20
C18 1.56 -3.22 1.66
H1 0.00 -0.65 -5.29
H2 -0.84 -0.63 -2.96
H3 2.40 -1.17 -5.69
H4 4.60 -1.89 -4.77
H5 5.92 -2.59 -2.79
H6 4.98 -2.54 -0.57
H7 4.80 -2.25 1.36
H8 5.06 -3.93 3.12
H9 3.12 -5.19 3.97
H10 0.65 -5.58 3.93
H11 -1.58 -4.95 2.99
H12 -1.69 -3.15 1.30
O1 0.88 -0.85 2.82
C19 1.88 -0.12 3.50
C20 1.93 1.30 3.01
C21 2.49 2.31 3.78
C22 2.44 3.61 3.31
C23 1.80 3.86 2.11
C24 1.28 2.80 1.41
N4 1.36 1.53 1.83
H13 -0.01 -0.48 3.00
H14 2.82 -0.64 3.30
H15 1.72 -0.14 4.58
H16 2.95 2.08 4.73
H17 2.87 4.42 3.89
H18 1.69 4.87 1.72
H19 0.75 2.95 0.47
N5 -0.11 2.99 -3.09
C25 -1.25 3.79 -2.84
C26 -1.32 5.10 -3.29
C27 -2.45 5.85 -3.02
C28 -3.49 5.32 -2.27
C29 -3.40 4.01 -1.79
C30 -2.29 3.24 -2.11
S1 -2.16 1.55 -1.64
N6 -0.47 1.44 -1.35
C31 0.31 2.09 -2.14
C32 1.77 1.84 -2.03
C33 2.67 2.23 -3.01
C34 4.03 2.01 -2.80
C35 4.43 1.44 -1.60
C36 3.45 1.05 -0.70
N7 2.15 1.21 -0.92
H20 0.64 3.50 -3.52
H21 -0.50 5.52 -3.86
H22 -2.52 6.87 -3.38
H23 -4.36 5.91 -2.04
H24 -4.19 3.59 -1.19
H25 2.34 2.67 -3.95
H26 4.75 2.28 -3.55
H27 5.47 1.27 -1.38
H28 3.72 0.55 0.23
C37 -6.75 0.23 0.87
Si1 -5.25 -0.20 1.92
C38 -4.73 1.34 2.83
C39 -5.67 -1.57 3.12
C40 -3.96 -0.92 0.72
C41 -4.43 -1.86 -0.20
C42 -3.60 -2.48 -1.13
C43 -2.27 -2.12 -1.13
N8 -1.78 -1.22 -0.28
C44 -2.58 -0.64 0.65
S2 -1.74 0.47 1.71
H29 -7.55 0.61 1.51
H30 -7.16 -0.63 0.33
H31 -6.51 1.00 0.14
H32 -5.60 1.71 3.38
H33 -4.39 2.13 2.16
H34 -3.93 1.16 3.55
H35 -6.47 -1.26 3.80
H36 -4.80 -1.83 3.73
H37 -6.00 -2.47 2.61
H38 -5.48 -2.12 -0.19
H39 -3.98 -3.22 -1.82
H40 -1.56 -2.57 -1.82

---

[4]
The following is a quantum chemistry calculation of a cluster of 4 separate species, C44H41F3N2O6 in total in a non-equilibrium geometry, from the Open Molecules 2025 dataset.

## Properties
frontier orbital gap	8.73	eV
structure (SMILES)	C#Cc1cc(CCC(=O)Nc2ccccc2)c(C[C@H](O)C(F)(F)F)c2c1C(=O)N(CCCC(=O)O)C2=O.c1ccccc1.c1ccccc1.c1ccccc1
maximum force	4.08	eV/Å
DFT total energy	-2561.5585	hartree

Positions of all 96 atoms, in Å:
C1 -1.00 0.55 4.75
C2 -0.24 -0.22 4.17
C3 0.73 -0.68 3.04
C4 0.24 -1.33 1.76
C5 1.13 -1.76 0.63
C6 0.50 -2.39 -0.66
C7 -1.02 -1.96 -0.90
C8 -1.20 -0.40 -1.11
O1 -0.24 0.38 -1.10
N1 -2.51 0.17 -1.38
C9 -3.38 0.19 -0.21
C10 -2.94 0.34 1.21
C11 -3.90 0.39 2.37
C12 -5.37 0.29 2.08
C13 -5.86 0.15 0.66
C14 -4.86 0.10 -0.47
C15 2.63 -1.52 0.78
C16 3.66 -1.92 -0.33
C17 3.96 -0.69 -1.30
O2 3.30 0.48 -0.76
C18 3.68 -0.93 -2.83
F1 4.91 -0.80 -3.53
F2 3.17 -2.17 -3.17
F3 2.83 0.03 -3.40
C19 3.08 -0.88 2.04
C20 2.20 -0.45 3.19
C21 3.07 0.21 4.32
O3 2.90 0.36 5.50
N2 4.26 0.63 3.53
C22 3.73 1.92 2.95
C23 4.75 3.14 3.03
C24 5.00 3.64 1.52
C25 5.85 2.59 0.70
O4 6.72 1.93 1.24
O5 5.63 2.44 -0.67
C26 4.51 -0.44 2.54
O6 5.62 -0.85 2.30
H1 -1.73 1.20 5.31
H2 -0.88 -1.49 1.71
H3 1.10 -2.12 -1.58
H4 0.48 -3.52 -0.54
H5 -1.41 -2.49 -1.83
H6 -1.71 -2.26 -0.05
H7 -2.43 1.12 -1.77
H8 -1.85 0.45 1.46
H9 -3.56 0.51 3.43
H10 -6.14 0.33 2.90
H11 -6.96 0.09 0.46
H12 -5.26 0.02 -1.52
H13 3.31 -2.87 -0.82
H14 4.63 -2.19 0.22
H15 5.07 -0.45 -1.20
H16 2.36 0.50 -1.04
H17 2.81 2.21 3.56
H18 3.39 1.82 1.87
H19 5.70 2.81 3.53
H20 4.26 4.03 3.54
H21 3.98 3.69 1.01
H22 5.41 4.69 1.50
H23 5.32 3.31 -1.00
C27 3.95 2.26 -5.62
C28 4.57 3.27 -6.34
C29 3.85 4.03 -7.25
C30 2.49 3.77 -7.44
C31 1.87 2.75 -6.73
C32 2.60 2.00 -5.82
H24 4.51 1.67 -4.90
H25 5.63 3.47 -6.19
H26 4.33 4.82 -7.81
H27 1.93 4.36 -8.15
H28 0.82 2.55 -6.89
H29 2.11 1.21 -5.26
C33 -9.93 2.16 5.61
C34 -9.08 2.04 6.70
C35 -7.70 2.09 6.52
C36 -7.17 2.27 5.25
C37 -8.02 2.38 4.15
C38 -9.40 2.33 4.34
H30 -11.00 2.13 5.75
H31 -9.49 1.91 7.70
H32 -7.04 2.00 7.38
H33 -6.10 2.31 5.11
H34 -7.61 2.51 3.16
H35 -10.06 2.42 3.48
C39 -1.60 -5.26 -3.80
C40 -1.95 -6.47 -3.22
C41 -0.98 -7.26 -2.61
C42 0.35 -6.84 -2.59
C43 0.70 -5.63 -3.18
C44 -0.27 -4.84 -3.79
H36 -2.35 -4.64 -4.27
H37 -2.98 -6.80 -3.24
H38 -1.26 -8.20 -2.15
H39 1.10 -7.46 -2.12
H40 1.74 -5.31 -3.17
H41 0.01 -3.90 -4.25